Below is C43H57BBeN7O17 as an isolated structure at a distorted geometry, with properties calculated with ωB97M-V with the def2-TZVPD basis set.

ORCA input file:
```
! RIJCOSX wB97M-V def2-TZVPD def2/J DEFGRID3
* xyz 1 1
Be -1.08548 11.29372 10.44034
O 1.23104 12.58546 14.96471
C 1.77545 12.88578 13.94492
O 2.71823 13.77276 13.74906
B 3.19233 13.71126 12.32713
O 2.12496 12.90986 11.65198
C 1.36958 12.35239 12.55119
O 0.38740 11.67846 12.35010
O 4.47985 13.03910 12.30601
C 5.30920 13.73234 11.52754
O 6.37316 13.38135 11.11994
C 4.56649 14.98921 11.07259
O 3.34024 14.97414 11.60052
O 4.97747 15.83326 10.33815
N 0.73660 12.43326 9.02356
C 1.41258 11.76802 8.08813
C 2.33419 12.36607 7.24685
C 2.49375 13.73695 7.32988
C 1.87893 14.42727 8.36886
C 1.02642 13.72198 9.20829
H 1.30372 10.69706 7.97345
H 2.76195 11.76228 6.45925
H 3.13194 14.38296 6.73880
H 2.09904 15.46925 8.55000
H 0.64224 14.20840 10.09297
N -2.25907 11.42735 12.47762
C -1.93642 10.95276 13.68247
C -2.81090 10.93395 14.75195
C -4.00847 11.60951 14.67410
C -4.30469 12.23780 13.45832
C -3.42347 12.11027 12.40762
H -0.95259 10.51887 13.78807
H -2.56708 10.27542 15.57435
H -4.78242 11.58513 15.42806
H -5.19501 12.84578 13.38931
H -3.66982 12.46562 11.41639
C 8.68498 15.54098 10.05410
C 9.68026 14.46018 10.53971
O 10.71947 15.21337 11.16382
C 10.52993 16.53671 10.97653
O 11.25810 17.41650 11.29326
O 9.43523 16.73828 10.20112
H 7.73393 15.65772 10.56676
H 8.54428 15.28885 9.00429
H 10.11811 13.91125 9.71284
H 9.10431 13.90966 11.28238
C 1.98678 18.21762 13.26118
C 1.79427 17.86398 11.78257
O 0.63274 18.57164 11.36237
C -0.00060 19.01430 12.47510
O -1.04607 19.57640 12.48210
O 0.68045 18.70061 13.58727
H 2.70932 19.00338 13.47016
H 2.23601 17.31591 13.82040
H 1.70609 16.81225 11.52510
H 2.69481 18.28758 11.33116
C 3.74044 12.24729 16.75255
C 2.83412 11.55176 17.75887
O 2.91012 12.44027 18.86835
C 4.05146 13.14872 18.81008
O 4.42808 13.89984 19.64517
O 4.70060 12.81604 17.65984
H 3.29334 13.02553 16.14251
H 4.30299 11.54732 16.13597
H 3.22249 10.58319 18.07496
H 1.82264 11.44622 17.37454
C 7.63918 19.95283 13.71706
C 7.74928 19.14264 12.43429
C 6.46644 18.44832 11.95264
C 5.40266 19.41634 11.70675
N 4.59351 20.20382 11.49469
H 8.49637 20.59077 13.91716
H 7.32106 19.40189 14.60412
H 6.81740 20.67050 13.58983
H 8.55264 18.40947 12.51993
H 8.07534 19.85801 11.67730
H 6.17660 17.58772 12.55679
H 6.64770 17.98342 10.97776
C 6.85465 10.85471 13.96860
C 7.50267 9.60450 13.36158
C 7.20263 8.32434 14.17582
C 5.76242 8.09307 14.20032
N 4.62916 7.91088 14.14976
H 5.81406 10.63955 14.21591
H 6.93260 11.65214 13.23267
H 7.41823 11.08533 14.87221
H 8.56671 9.84015 13.35085
H 7.15488 9.42508 12.34316
H 7.56849 8.40150 15.20098
H 7.71470 7.47572 13.72241
C -1.74898 14.91379 14.99834
C -1.86255 16.21234 14.21387
C -2.11148 16.15330 12.68558
C -1.63544 14.93650 12.02265
N -1.22542 13.98572 11.52385
H -0.86570 14.41292 14.57528
H -2.58756 14.24383 14.79252
H -1.45061 14.92080 16.04357
H -0.84777 16.60440 14.31062
H -2.54573 16.94316 14.64233
H -1.45570 16.95889 12.35356
H -3.10911 16.40629 12.33305
C 4.59210 10.10896 8.78779
C 4.38849 9.99603 10.28883
C 3.38167 8.97108 10.77818
C 1.96319 9.36749 10.54690
N 0.85821 9.62167 10.37906
H 5.03654 11.06681 8.52288
H 3.72223 9.92475 8.15551
H 5.28983 9.31555 8.50768
H 4.17449 10.95562 10.76392
H 5.31643 9.67683 10.76980
H 3.34558 8.74834 11.85058
H 3.42509 7.97205 10.33340
C 6.33851 13.86218 7.81360
C 6.52374 13.37195 6.39442
C 7.96664 12.94610 6.03880
C 9.01850 13.89145 6.39993
N 9.88880 14.57198 6.71214
H 6.68528 14.88699 7.93959
H 6.77640 13.15745 8.51753
H 5.27636 14.02615 8.02049
H 6.36245 14.16333 5.65380
H 5.86204 12.58683 6.02198
H 8.00766 12.84541 4.95046
H 8.24903 11.95309 6.39573
*
```

M: 963.8 g mol⁻¹
orbital gap: 5.55 eV

Mulliken population analysis, charges in e, atoms 1 to 4: 0.9338, -0.6171, 0.4220, -0.5058

=====

Below is C43H58GeIrN3O4SeTe as an isolated structure, with properties calculated with ωB97M-V with the def2-TZVPD basis set.

ORCA input file:
```
! RIJCOSX wB97M-V def2-TZVPD def2/J DEFGRID3
* xyz 2 5
Ir -0.15609 -0.33033 -0.05626
C -2.87354 -1.49960 -2.84581
C -1.37394 -1.32416 -3.02378
C -1.08727 -0.69119 -4.38101
C -0.62265 -2.64365 -2.93404
O -0.91268 -0.39681 -1.97713
Ge 0.00364 1.31100 -2.44201
O -0.50633 1.61156 -0.56296
C -1.58501 2.45213 -0.06037
C -0.98260 3.36180 0.99824
C -2.67124 1.56856 0.53424
C -2.14334 3.26254 -1.22103
O 1.42158 0.39922 -1.61056
C 2.84826 0.62395 -1.72835
C 3.09593 1.73493 -2.74100
C 3.37864 1.02222 -0.36318
C 3.47412 -0.67776 -2.20516
H -3.28728 -2.04183 -3.69625
H -3.36696 -0.52832 -2.79271
H -3.10598 -2.06533 -1.94454
H -1.43361 -1.36338 -5.16509
H -0.01718 -0.53240 -4.53570
H -1.60862 0.25879 -4.50982
H -0.83643 -3.23879 -3.82119
H -0.92728 -3.22896 -2.07073
H 0.45364 -2.46996 -2.89412
H -0.61400 2.76792 1.83712
H -1.73153 4.05927 1.37357
H -0.15165 3.93342 0.58525
H -2.26565 0.94733 1.33862
H -3.11149 0.92236 -0.22808
H -3.46533 2.18406 0.95780
H -1.36699 3.86731 -1.69249
H -2.91803 3.93863 -0.86047
H -2.58950 2.61490 -1.97873
H 2.69478 2.68892 -2.39060
H 2.64624 1.50246 -3.70808
H 4.16713 1.85886 -2.89800
H 2.79703 1.85087 0.04108
H 4.42200 1.33149 -0.43223
H 3.32260 0.18541 0.33514
H 3.10740 -0.94766 -3.19580
H 3.23778 -1.49020 -1.51644
H 4.55919 -0.58491 -2.25492
Se 1.64558 -3.22164 0.18040
N 0.07674 -2.34743 0.20563
C -0.88657 -3.22061 0.47910
C -2.27764 -2.93589 0.58236
C -3.12696 -3.96853 0.81187
C -2.66809 -5.31885 0.97227
C -1.35196 -5.62444 0.90245
C -0.41834 -4.56913 0.64709
N 0.88375 -4.75487 0.51973
H -2.63738 -1.92113 0.46901
H -4.19029 -3.77591 0.87782
H -3.39774 -6.09763 1.14485
H -0.98200 -6.63352 1.01300
C -1.39440 3.52748 10.31051
C -1.24060 2.87340 8.97143
C -2.27130 2.11834 8.41868
C -2.15096 1.50187 7.18345
C -3.30528 0.70551 6.64780
C -0.94039 1.66056 6.49224
Te -0.74557 0.81587 4.59618
N 0.49162 0.02408 1.62744
C 1.46803 -0.49569 2.47666
O 1.41939 -1.66798 2.80460
C 2.50884 0.45084 2.94022
C 3.67645 -0.07320 3.49173
C 4.69204 0.78184 3.88270
C 4.54233 2.15560 3.72934
C 3.37714 2.67975 3.18382
C 2.36310 1.82608 2.78023
C -0.98776 -1.20908 5.02204
C -2.02157 -1.91584 4.40317
C -3.10580 -1.26054 3.60167
C -2.08032 -3.28975 4.60941
C -1.14592 -3.95132 5.39310
C -1.21950 -5.43309 5.60400
C -0.12572 -3.20817 5.98714
C -0.01942 -1.83867 5.82055
C 1.12338 -1.09546 6.44897
C 0.11629 2.42763 7.00532
C 1.43235 2.62623 6.31025
C -0.06105 3.01582 8.24949
H -2.39855 3.39569 10.70720
H -1.18648 4.59576 10.24396
H -0.68736 3.10348 11.02531
H -3.20385 2.01939 8.96067
H -4.23265 1.01543 7.12544
H -3.16954 -0.36218 6.83428
H -3.44047 0.84484 5.57225
H 3.77333 -1.14500 3.60708
H 5.60476 0.38121 4.30110
H 5.34117 2.81944 4.03017
H 3.26688 3.74897 3.06352
H 1.46578 2.22592 2.32439
H -2.75605 -0.38573 3.04558
H -3.92169 -0.93110 4.24851
H -3.52132 -1.96218 2.88455
H -2.88295 -3.85336 4.14781
H -2.06858 -5.86997 5.08214
H -1.31529 -5.66509 6.66537
H -0.30903 -5.91784 5.24890
H 0.62054 -3.71890 6.58394
H 1.77580 -1.78277 6.98318
H 0.77115 -0.34865 7.16273
H 1.73476 -0.58835 5.69517
H 1.48010 2.18638 5.31154
H 2.24054 2.17615 6.88966
H 1.65369 3.68878 6.21004
H 0.74939 3.60158 8.66768
*
```

M: 1152.3 g mol⁻¹
orbital gap (alpha / beta): 7.49 / 5.85 eV

Mulliken population analysis, charges in e, atoms 1 to 4: 2.1432, -1.3201, 1.3092, -2.2348

=====

- What is the M in the first record?
  963.8 g mol⁻¹

=====

- The highest M belongs to which entry?
  C43H58GeIrN3O4SeTe